{"formula": "C24H18F12N3O2Tc", "method": "wB97M-V/def2-TZVPD", "elements": ["Tc", "F", "F", "F", "F", "F", "F", "F", "F", "F", "F", "F", "F", "O", "O", "N", "N", "N", "C", "C", "C", "C", "C", "C", "C", "C", "C", "C", "C", "C", "C", "C", "C", "C", "C", "C", "C", "C", "C", "C", "C", "C", "H", "H", "H", "H", "H", "H", "H", "H", "H", "H", "H", "H", "H", "H", "H", "H", "H", "H"], "coordinates": [[-1.15266, -0.18392, -0.17462], [-0.36128, -2.83519, 4.19737], [-1.60906, -2.48091, 0.27311], [0.17878, 1.39098, -3.85227], [-1.20842, -3.96787, 1.80951], [0.81618, -1.01921, 4.03186], [0.02305, 4.35220, -0.77649], [-1.90137, 3.84218, -1.58159], [-1.33132, -0.91136, 4.17939], [-0.23859, 4.12331, -2.92470], [-2.68481, -2.45045, 2.17669], [-0.94803, 0.07221, -2.54286], [-1.86794, 1.85180, -3.35589], [-1.05411, 1.68724, -0.55070], [-0.96035, -0.44303, 1.71294], [-5.19051, 0.99401, -0.05657], [0.89317, -0.23305, -0.17671], [-3.24205, 0.01903, -0.22876], [-0.42333, -1.66281, 2.11164], [-4.22383, -0.90911, -0.53758], [-0.32484, -1.60196, 3.66514], [2.17761, 2.80140, -1.81432], [3.13959, -3.16143, 0.18723], [-0.59265, 3.64549, -1.72121], [3.53032, 2.76010, -1.47610], [1.25019, 1.89784, -1.33056], [-1.49281, -2.69508, 1.66386], [1.71309, 0.80201, -0.53961], [-0.71651, 1.40208, -2.88575], [-5.43416, -0.31008, -0.43377], [2.55180, -2.01032, -0.28944], [4.48499, 3.79001, -2.00617], [-6.19692, 2.03821, 0.13984], [3.06794, 0.83330, -0.11666], [3.28788, -5.03384, 1.87889], [2.65840, -3.77886, 1.33631], [3.94442, 1.78296, -0.57025], [0.90742, -2.08175, 1.46803], [-0.24370, 2.12572, -1.59066], [1.46096, -1.42190, 0.36105], [1.53599, -3.23033, 1.94143], [-3.86985, 1.15461, 0.05317], [-3.99151, -1.92909, -0.79569], [1.85513, 3.59963, -2.46650], [4.47799, 4.67693, -1.36673], [5.50547, 3.40920, -2.02828], [-6.27471, 2.66347, -0.74538], [-5.92718, 2.65025, 0.99508], [-3.38151, 2.07926, 0.32015], [3.98658, -3.58412, -0.34190], [1.13960, -3.73006, 2.81469], [3.18999, -5.08908, 2.96262], [4.20694, 4.10917, -3.01050], [4.97048, 1.77417, -0.21968], [4.34451, -5.09368, 1.62041], [-6.43167, -0.68775, -0.58561], [3.40864, 0.09469, 0.59275], [2.92902, -1.54183, -1.18938], [2.79514, -5.91388, 1.45808], [-7.15558, 1.56853, 0.33169]], "forces_ev_per_angstrom": [[0.614, -0.121, -0.074], [0.011, -0.002, 0.032], [0.013, 0.149, -0.075], [0.005, -0.007, -0.048], [0.019, -0.066, -0.018], [-0.011, -0.003, -0.015], [0.011, 0.021, -0.038], [-0.072, -0.005, -0.017], [-0.077, 0.008, 0.036], [0.031, 0.039, 0.017], [0.002, -0.044, -0.058], [-0.005, -0.119, 0.184], [-0.014, -0.013, -0.007], [0.033, -0.079, 0.212], [-0.033, 0.172, -0.140], [-0.182, 0.102, 0.009], [0.032, -0.097, -0.052], [-0.507, -0.020, 0.040], [0.059, -0.045, -0.070], [0.211, 0.085, 0.046], [-0.004, 0.033, -0.088], [0.017, 0.054, 0.010], [0.061, -0.029, -0.061], [0.076, -0.120, 0.026], [0.039, 0.049, -0.015], [-0.116, -0.042, -0.013], [0.004, 0.121, 0.091], [0.017, -0.076, 0.051], [0.038, 0.092, 0.066], [-0.030, 0.127, 0.035], [-0.033, 0.122, -0.047], [-0.043, -0.031, 0.017], [0.080, -0.081, -0.025], [-0.106, -0.060, -0.021], [-0.076, 0.027, -0.061], [0.027, -0.067, 0.064], [0.078, 0.067, -0.004], [-0.143, 0.056, 0.008], [0.047, -0.061, 0.012], [-0.046, 0.054, -0.038], [0.052, -0.033, 0.070], [0.017, -0.225, -0.049], [0.000, 0.069, 0.012], [-0.002, 0.008, -0.004], [-0.011, -0.028, -0.006], [-0.030, 0.001, -0.008], [0.012, -0.001, -0.058], [0.034, 0.000, 0.032], [-0.052, -0.045, -0.018], [-0.044, 0.017, 0.029], [0.003, 0.008, -0.034], [0.011, 0.015, -0.021], [0.006, -0.017, 0.022], [-0.053, -0.006, -0.020], [-0.026, 0.027, 0.011], [0.063, 0.054, 0.014], [-0.004, 0.009, -0.005], [0.006, -0.022, 0.022], [0.021, 0.016, 0.015], [-0.028, -0.038, 0.025]], "nbo_charge": [1.42, -0.32, -0.35, -0.28, -0.28, -0.30, -0.30, -0.30, -0.29, -0.32, -0.29, -0.33, -0.29, -0.65, -0.63, -0.30, -0.43, -0.55, 0.05, -0.07, 0.98, -0.14, -0.19, 0.98, 0.04, -0.08, 0.97, 0.22, 0.97, -0.06, -0.20, -0.64, -0.41, -0.21, -0.64, 0.00, -0.19, 0.00, 0.06, 0.07, -0.15, 0.24, 0.24, 0.23, 0.24, 0.23, 0.23, 0.23, 0.24, 0.23, 0.23, 0.23, 0.23, 0.23, 0.23, 0.24, 0.24, 0.23, 0.24, 0.23], "max_force_ev_per_a": 0.6, "lumo_energy_ha": [-0.102, -0.186], "multiplicity": 4, "total_charge": 1, "homo_energy_ha": [-0.3989, -0.4071], "relative_energy_kcal_mol": 0.00}